1.
{"formula": "C39H54AsBaF6IN6O7PS3", "method": "ωB97M-V/def2-TZVPD", "gap_ha": [0.17093, 0.17104], "homo_energy_ev": [-1.89, -1.89], "multiplicity": 2, "total_energy_ha": -7068.2033, "lumo_energy_ha": [0.10161, 0.10161], "total_charge": -2, "s2": 0.76, "symbols": ["Ba", "C", "C", "C", "C", "C", "N", "C", "C", "C", "N", "C", "C", "C", "C", "C", "C", "C", "C", "N", "C", "C", "C", "N", "C", "C", "C", "C", "O", "C", "O", "H", "H", "H", "H", "H", "H", "H", "H", "H", "H", "H", "H", "H", "H", "H", "H", "H", "H", "H", "H", "H", "H", "H", "H", "H", "H", "H", "H", "S", "C", "S", "C", "C", "N", "C", "N", "F", "As", "F", "F", "F", "F", "F", "C", "S", "C", "O", "H", "H", "H", "H", "H", "H", "I", "C", "H", "H", "C", "C", "C", "C", "O", "P", "O", "O", "O", "C", "C", "C", "C", "H", "H", "H", "H", "H", "H", "H", "H", "H", "H", "H", "H", "H", "H", "H", "H", "H", "H"], "positions_angstrom": [[0.481, 0.175, 0.393], [4.041, 4.639, -5.410], [3.199, 4.097, -4.291], [3.049, 4.764, -3.109], [2.261, 4.241, -2.057], [2.235, 4.905, -0.834], [1.562, 4.507, 0.222], [1.626, 5.151, 1.498], [0.416, 6.063, 1.739], [-0.788, 5.290, 2.290], [-1.379, 4.392, 1.345], [-2.435, 4.699, 0.608], [-3.122, 3.807, -0.207], [-4.229, 4.270, -0.962], [-4.967, 3.435, -1.748], [-6.170, 3.913, -2.507], [-4.580, 2.082, -1.836], [-3.526, 1.571, -1.124], [-3.223, 0.126, -1.228], [-2.846, -0.527, -2.234], [-2.511, 0.125, -3.470], [-1.481, -0.719, -4.223], [-0.175, -0.860, -3.435], [0.299, 0.427, -3.026], [1.198, 0.982, -3.719], [1.763, 2.289, -3.466], [2.564, 2.849, -4.433], [1.529, 2.986, -2.215], [0.762, 2.577, -1.325], [-2.754, 2.399, -0.232], [-1.842, 1.937, 0.496], [4.317, 5.675, -5.223], [3.501, 4.583, -6.355], [4.956, 4.055, -5.514], [3.552, 5.710, -2.944], [2.830, 5.811, -0.723], [1.096, 3.590, 0.124], [2.551, 5.733, 1.568], [1.631, 4.366, 2.255], [0.143, 6.557, 0.804], [0.688, 6.830, 2.467], [-1.548, 6.009, 2.623], [-0.460, 4.695, 3.144], [-1.092, 3.405, 1.322], [-2.783, 5.728, 0.662], [-4.481, 5.322, -0.893], [-6.349, 4.971, -2.328], [-7.058, 3.361, -2.199], [-6.038, 3.759, -3.576], [-5.158, 1.423, -2.471], [-3.390, -0.450, -0.325], [-2.111, 1.136, -3.302], [-3.418, 0.207, -4.085], [-1.280, -0.238, -5.186], [-1.884, -1.718, -4.388], [0.561, -1.393, -4.056], [-0.384, -1.443, -2.538], [1.629, 0.469, -4.597], [2.720, 2.307, -5.358], [3.282, -0.067, -1.451], [3.990, -0.667, -0.024], [2.970, -1.123, 1.277], [5.373, -0.805, 0.131], [5.924, -1.043, 1.392], [6.415, -1.183, 2.428], [6.302, -0.688, -0.899], [7.140, -0.635, -1.692], [-0.701, -2.623, -0.378], [-1.050, -4.269, -0.920], [0.635, -4.465, -1.368], [-0.733, -4.940, 0.644], [-1.415, -5.926, -1.495], [-2.761, -4.081, -0.546], [-1.408, -3.685, -2.542], [-4.672, -2.618, 1.210], [-2.885, -2.151, 1.400], [-3.252, -0.720, 2.509], [-2.321, -3.149, 2.303], [-5.102, -2.863, 2.174], [-4.684, -3.481, 0.556], [-5.197, -1.789, 0.749], [-4.037, -0.103, 2.084], [-2.328, -0.153, 2.571], [-3.535, -1.106, 3.484], [-0.370, -3.713, 4.819], [0.480, -3.035, 3.089], [0.379, -1.984, 2.921], [0.544, -3.739, 2.284], [3.669, 0.606, 4.101], [2.737, 1.606, 4.772], [2.832, 1.493, 6.302], [3.092, 3.029, 4.340], [1.397, 1.267, 4.458], [0.530, 1.501, 3.101], [-0.155, 0.234, 2.747], [1.240, 2.229, 2.016], [-0.546, 2.611, 3.668], [-1.397, 2.480, 4.793], [-0.907, 3.448, 5.885], [-2.806, 2.898, 4.348], [-1.426, 1.059, 5.344], [4.709, 0.779, 4.366], [3.559, 0.691, 3.023], [3.392, -0.406, 4.382], [3.865, 1.612, 6.621], [2.471, 0.517, 6.613], [2.227, 2.259, 6.787], [4.095, 3.276, 4.685], [2.379, 3.739, 4.758], [3.058, 3.087, 3.257], [-0.836, 4.459, 5.486], [0.075, 3.139, 6.234], [-1.600, 3.450, 6.725], [-2.806, 3.936, 4.020], [-3.500, 2.782, 5.179], [-3.126, 2.275, 3.518], [-0.410, 0.733, 5.535], [-1.858, 0.393, 4.606], [-2.008, 1.013, 6.264]], "mulliken_charge": [1.074, -1.743, 0.406, -0.667, 0.435, -0.474, 0.732, -0.274, -0.835, -0.677, 1.511, -0.148, 0.450, -1.338, 0.585, -1.639, -0.496, 0.698, -0.291, -0.204, -0.479, -1.020, -0.304, 0.674, -1.305, 1.029, -0.506, -0.489, -0.187, -0.655, 0.163, 0.360, 0.368, 0.328, 0.338, 0.369, -0.008, 0.728, -0.868, 0.353, 0.515, 0.668, -0.291, -0.490, 0.473, 0.326, 0.353, 0.349, 0.330, 0.475, -0.096, 0.281, 0.351, 0.390, 0.432, 0.424, -0.223, 0.098, 0.449, -0.418, 0.758, -0.456, 0.080, 0.033, -0.719, 0.040, -0.714, -0.284, 1.986, -0.496, -0.444, -0.536, -0.540, -0.495, -1.264, 1.365, -0.569, -0.715, 0.391, 0.319, 0.337, 0.426, -0.534, 0.664, -0.137, -0.356, -0.056, 0.596, -1.466, 1.938, -2.017, -1.326, 0.210, 0.009, -1.336, -0.487, 0.772, 1.693, -1.471, -1.656, -1.294, 0.509, -0.024, 0.394, 0.447, 0.356, 0.393, 0.576, 0.246, 0.124, 0.261, 0.026, 0.459, 0.247, 0.510, 0.135, 0.191, -0.039, 0.547]}

2.
{"formula": "C5H12N2", "method": "ωB97M-V/def2-TZVPD", "gap_ha": 0.36020, "homo_energy_ev": -8.83, "multiplicity": 1, "total_energy_ha": -307.1666, "lumo_energy_ha": 0.03573, "smiles": "[H]/N=C(/C)[C@H](C)NC", "de_lowest_ev": 1.706, "symbols": ["H", "N", "C", "C", "C", "C", "N", "C", "H", "H", "H", "H", "H", "H", "H", "H", "H", "H", "H"], "positions_angstrom": [[-0.296, 0.868, 2.055], [-1.102, 1.030, 1.451], [-1.021, 0.476, 0.334], [-2.066, 0.672, -0.715], [0.259, -0.614, -0.138], [-0.038, -1.958, 0.494], [1.373, 0.040, 0.393], [1.836, 1.188, -0.362], [-2.433, -0.292, -1.068], [-2.896, 1.254, -0.316], [-1.639, 1.201, -1.567], [0.244, -0.676, -1.239], [0.690, -2.696, 0.156], [-1.034, -2.298, 0.213], [0.018, -1.880, 1.578], [2.221, -0.812, 0.352], [1.858, 1.027, -1.449], [1.182, 2.034, -0.147], [2.843, 1.434, -0.026]], "mulliken_charge": [0.296, -0.711, 0.594, -1.240, 0.141, -1.346, -0.437, -0.882, 0.291, 0.379, 0.276, 0.320, 0.424, 0.351, 0.308, 0.281, 0.298, 0.306, 0.353]}

3.
{"formula": "C4H7NO", "method": "ωB97M-V/def2-TZVPD", "gap_ha": 0.39325, "homo_energy_ev": -9.68, "multiplicity": 1, "total_energy_ha": -286.5000, "lumo_energy_ha": 0.03754, "smiles": "O[C@H]1C[C@H]2N[C@@H]12", "de_lowest_ev": 3.583, "symbols": ["O", "C", "C", "C", "N", "C", "H", "H", "H", "H", "H", "H", "H"], "positions_angstrom": [[-0.418, -0.836, -1.775], [-0.064, 0.281, -1.015], [-1.022, 0.663, 0.164], [0.059, 0.204, 1.170], [0.368, -1.170, 0.772], [0.969, 0.022, 0.047], [-0.588, -1.535, -1.116], [0.206, 1.082, -1.696], [-1.990, 0.157, 0.179], [-1.156, 1.747, 0.206], [0.279, 0.662, 2.128], [1.321, -1.501, 0.809], [2.036, 0.225, 0.128]], "mulliken_charge": [-0.568, -0.426, -0.523, -0.144, -0.574, -0.255, 0.415, 0.392, 0.280, 0.280, 0.370, 0.279, 0.475]}

4.
{"formula": "C7H16N2S", "method": "ωB97M-V/def2-TZVPD", "gap_ha": 0.38178, "homo_energy_ev": -17.69, "multiplicity": 1, "total_energy_ha": -783.2833, "lumo_energy_ha": -0.26850, "total_charge": 2, "symbols": ["C", "C", "C", "C", "C", "C", "C", "N", "N", "S", "H", "H", "H", "H", "H", "H", "H", "H", "H", "H", "H", "H", "H", "H", "H", "H"], "positions_angstrom": [[-0.047, 2.225, -0.633], [-0.628, 0.954, -1.191], [0.217, -1.206, 0.087], [-1.922, 0.135, 0.924], [0.451, 1.370, 0.625], [-0.478, 0.186, 0.139], [2.004, -2.695, -0.242], [1.461, -1.372, -0.058], [1.938, 1.025, 0.676], [-3.123, -1.078, 0.182], [0.593, 2.848, -1.151], [-0.917, 2.807, -0.271], [-1.537, 1.020, -1.720], [0.129, 0.625, -1.962], [-0.552, -2.074, -0.080], [-2.673, -0.790, -1.078], [-1.860, -0.038, 1.979], [-2.503, 1.081, 0.890], [0.149, 1.591, 1.656], [1.841, -3.156, -1.245], [3.098, -2.611, -0.276], [1.710, -3.370, 0.702], [2.357, 1.312, 1.549], [2.504, 1.541, 0.008], [1.980, -0.134, 0.381], [-4.191, -0.195, 0.109]], "mulliken_charge": [-0.960, -0.679, -0.422, -0.801, -0.501, 0.807, -0.986, -0.264, -0.296, 0.031, 0.484, 0.258, 0.394, 0.319, 0.293, 0.323, 0.529, 0.483, 0.401, 0.320, 0.387, 0.352, 0.323, 0.372, 0.466, 0.368]}

5.
{"formula": "C3HAsN9O2PtS5", "method": "ωB97M-V/def2-TZVPD", "gap_ha": [0.21282, 0.19102], "homo_energy_ev": [-1.31, -2.56], "multiplicity": 6, "total_energy_ha": -5104.0853, "lumo_energy_ha": [0.16477, 0.09690], "total_charge": -2, "s2": 8.78, "de_lowest_ev": 0.290, "symbols": ["Pt", "S", "As", "S", "S", "S", "N", "C", "N", "N", "N", "N", "C", "N", "N", "N", "N", "H", "O", "O", "S", "C"], "positions_angstrom": [[-0.322, -0.990, 0.344], [2.940, 0.979, 3.629], [1.994, -0.693, 2.708], [-0.176, -0.692, 3.148], [2.168, -0.939, 0.608], [2.847, -2.073, 4.046], [-0.290, 1.686, -1.932], [-0.194, 0.430, -2.519], [-0.185, 0.277, -3.829], [-0.037, -1.062, -3.991], [-0.042, -1.661, -2.849], [-0.100, -0.722, -1.876], [-0.251, 1.969, -0.587], [-0.171, 3.199, -0.098], [-0.172, 3.018, 1.244], [-0.227, 1.766, 1.533], [-0.296, 1.071, 0.374], [-0.222, 2.471, -2.555], [-0.200, -3.023, 0.597], [-1.325, -3.668, 0.486], [-3.441, -0.348, 1.191], [-2.296, -0.996, 0.329]], "mulliken_charge": [1.326, -0.359, 0.705, -0.121, -0.448, -0.437, -0.074, 0.504, -0.586, -0.565, -0.446, 0.148, 0.536, -0.578, -0.720, -0.284, 0.268, 0.238, -0.263, -0.357, -0.248, -0.240]}